A structure of composition C24H21FN7O2Pd in a non-equilibrium geometry, computed with ωB97M-V/def2-TZVPD.

Each line ends with the Löwdin charge.
Atoms and positions in Å:
1 Pd -1.75025 -3.45706 -1.08878  1.065
2 C 1.16942 9.76393 0.08482  -0.065
3 O 0.98549 8.85599 1.16200  -0.066
4 C 0.72067 7.56843 0.86676  -0.276
5 C 0.61740 7.05976 -0.42617  0.000
6 C 0.34079 5.71557 -0.61302  -0.010
7 C 0.16350 4.86107 0.46883  -0.162
8 C 0.26911 5.38497 1.76015  -0.025
9 C 0.54374 6.71828 1.96107  0.011
10 C -0.12907 3.45143 0.21881  -0.245
11 N -0.24612 2.89832 -0.96930  0.194
12 C -0.52179 1.58345 -0.73048  -0.166
13 C -0.57162 1.32339 0.62398  -0.122
14 N -0.31857 2.53423 1.22044  0.187
15 C -0.83785 0.03214 1.16837  -0.061
16 C -0.93512 -0.30498 2.52891  0.021
17 C -1.22321 -1.59834 2.88546  -0.024
18 C -1.38489 -2.56673 1.88865  -0.089
19 N -1.27676 -2.27639 0.60852  0.010
20 C -1.03834 -0.99540 0.23413  -0.128
21 C -1.04258 -0.72119 -1.17994  -0.129
22 N -1.33719 -1.76270 -1.99351  -0.038
23 C -1.36002 -1.60354 -3.30360  -0.070
24 C -1.07022 -0.36154 -3.88340  -0.009
25 C -0.78589 0.71620 -3.08213  0.036
26 C -0.77177 0.54718 -1.68822  -0.062
27 H 1.36739 10.72924 0.53952  0.096
28 H 0.27019 9.82975 -0.53113  0.098
29 H 2.02053 9.47208 -0.53390  0.098
30 H 0.74839 7.69759 -1.28732  0.107
31 H 0.25785 5.31488 -1.61396  0.115
32 H 0.13647 4.75743 2.63382  0.105
33 H 0.62597 7.13229 2.95651  0.125
34 H -0.28291 2.72918 2.20484  0.150
35 H -0.79945 0.45055 3.29230  0.122
36 H -1.32142 -1.88281 3.92291  0.116
37 H -1.59378 -3.60008 2.13316  0.118
38 H -1.65295 -2.47264 -3.87752  0.114
39 H -1.09890 -0.26868 -4.95919  0.118
40 H -0.57958 1.69486 -3.49445  0.128
41 C 2.00559 -8.19101 0.50547  -0.008
42 N 1.13112 -7.04084 0.39587  -0.086
43 C -0.31625 -7.11940 0.45865  -0.017
44 C -0.68820 -5.72826 -0.00684  -0.473
45 O -1.86218 -5.33012 -0.09978  -0.069
46 N 0.40524 -5.00754 -0.30570  0.151
47 C 1.44400 -5.83226 -0.09327  -0.397
48 N 2.69107 -5.45847 -0.36655  0.223
49 H 1.59371 -8.87532 1.24347  0.100
50 H 2.98999 -7.89032 0.86160  0.088
51 H 2.10810 -8.71547 -0.44662  0.104
52 H -0.67879 -7.31214 1.46945  0.147
53 H -0.72331 -7.87615 -0.21494  0.152
54 H 2.84163 -4.51718 -0.68427  0.125
55 H 3.48413 -6.04132 -0.17274  0.110
56 F -2.73252 -4.01432 -2.65175  -0.541

Summary:
Spin multiplicity: 1
Highest occupied orbital energy in eV: -10.11
Charge: +1
LUMO level in eV: -3.1
Energy relative to the best compared isomer or geometry (same formula, charge and spin) in kcal/mol: 15.1
Frontier orbital gap in Ha: 0.2563
Largest force on an atom in Eh/bohr: 0.0219
Electronic energy in a.u.: -1688.6066


A structure of composition C25H44O2P2Ru in a non-equilibrium geometry, computed with ωB97M-V/def2-TZVPD.

Each line ends with the Löwdin spin population.
Atoms and positions in Å:
1 Ru -0.15093 1.22692 -3.13436  1.067
2 C -0.71374 -2.54882 2.87213  0.339
3 C 0.57313 -2.73376 2.28257  0.299
4 C 0.73988 -1.05816 3.82620  0.313
5 C -0.61019 -1.49921 3.81073  0.314
6 C 1.50512 -1.89258 2.96473  0.289
7 C -1.95326 -3.32235 2.61683  0.050
8 H -1.83864 -4.03451 1.79289  -0.001
9 H -2.79255 -2.65348 2.37835  0.016
10 H -2.24830 -3.89284 3.51392  0.019
11 C -1.70846 -0.93535 4.61660  0.058
12 H -2.57287 -1.61000 4.65882  0.002
13 H -2.03623 0.02008 4.16084  0.026
14 H -1.37115 -0.72711 5.64144  0.012
15 C 1.26514 0.07395 4.61502  0.045
16 H 0.79568 0.12420 5.60705  0.009
17 H 1.06909 1.03000 4.10235  0.019
18 H 2.34664 -0.02072 4.74786  0.002
19 C 3.01004 -1.84644 2.86111  0.031
20 H 3.44427 -2.02257 3.86843  0.005
21 H 3.44060 -0.86643 2.43471  0.011
22 H 3.38067 -2.64045 2.19630  -0.001
23 C 0.85025 -3.64811 1.15376  0.042
24 H 1.44694 -4.51534 1.47131  0.016
25 H 1.37617 -3.14210 0.33036  0.010
26 H -0.10001 -4.03237 0.75969  0.000
27 C -1.15017 1.84016 -4.64986  0.023
28 C -1.38347 0.42046 -4.39007  0.028
29 C -0.76055 -0.67559 -5.22783  0.000
30 C 0.76963 -0.71090 -5.07186  -0.002
31 C 1.21528 0.09403 -3.85697  0.011
32 C 1.52960 1.51831 -4.00956  0.097
33 C 1.29174 2.23254 -5.32315  0.023
34 C -0.20825 2.34705 -5.71803  0.012
35 H -1.05991 -0.64084 -6.27849  -0.001
36 H 1.27621 -0.39723 -5.99260  -0.001
37 H -1.17319 -1.62019 -4.84535  0.000
38 H -0.39859 1.87316 -6.68963  0.001
39 H -2.03134 2.47069 -4.46775  0.004
40 H -2.39154 0.23111 -4.02880  0.013
41 H -0.45473 3.41769 -5.81999  0.000
42 H 1.68332 3.24590 -5.16670  0.000
43 H 2.42148 1.85298 -3.45083  0.003
44 H 1.88292 1.76162 -6.12297  0.005
45 H 1.06802 -1.75035 -4.89871  0.000
46 H 1.88287 -0.42429 -3.17127  0.001
47 P -3.34621 0.23807 -0.81419  0.075
48 C -3.88741 1.32591 0.53654  0.059
49 C -2.47729 -1.01507 0.21641  0.003
50 P 2.70386 -0.26842 0.68964  0.025
51 C -1.76146 1.14854 -1.31011  0.509
52 C 3.92383 -0.42507 -0.63877  0.005
53 C 2.54027 1.53288 0.69573  0.004
54 H -3.16068 1.36459 1.38737  0.000
55 H -4.83701 0.90234 0.88878  0.005
56 H -4.06170 2.34456 0.16752  0.000
57 H -1.60655 -1.43202 -0.30649  0.001
58 H -3.22403 -1.80181 0.40726  0.000
59 H -2.13937 -0.54368 1.15448  0.001
60 H 2.49877 1.90489 -0.36342  0.002
61 H 3.43112 2.03214 1.13279  0.000
62 H 1.62364 1.83462 1.26812  0.000
63 H -1.12475 1.08573 -0.40340  0.024
64 H -1.91458 2.21406 -1.57740  0.035
65 H 4.97895 -0.47396 -0.28843  0.000
66 H 3.88625 0.40483 -1.37232  0.002
67 H 3.71047 -1.40961 -1.09773  0.000
68 C -0.90989 3.16268 3.71607  0.001
69 C -1.04597 2.17665 2.57902  0.001
70 O -0.28417 2.24009 1.59422  0.009
71 O -2.00763 1.32617 2.74212  0.028
72 H -1.86737 3.66419 3.89018  0.000
73 H -0.14697 3.90738 3.49238  0.000
74 H -0.65078 2.64061 4.64438  0.000

Summary:
Spin multiplicity: 5
Highest occupied orbital energy (spin up / spin down) in eV: -12.85 / -12.68
Charge: +2
LUMO level (spin up / spin down) in eV: -8.9 / -9.0
Frontier orbital gap (spin up / spin down) in Ha: 0.1445 / 0.1339
Largest force on an atom in Eh/bohr: 0.1776
Electronic energy in a.u.: -1906.1147
<S²>: 6.035


A structure of composition C21H24N3O4PRuS4 in a non-equilibrium geometry, computed with ωB97M-V/def2-TZVPD.

Each line ends with the Löwdin spin population.
Atoms and positions in Å:
1 Ru 0.98505 0.33884 0.79136  0.004
2 S 3.09162 0.93072 2.11288  0.104
3 S 5.49913 2.84506 3.45757  0.337
4 S 3.95494 2.80588 4.64236  0.332
5 S 2.38022 1.70546 3.81609  0.207
6 O -1.35975 3.82213 0.52414  0.000
7 C -0.86547 2.71335 0.37043  0.000
8 O 0.08296 2.21643 1.07677  0.001
9 C -1.37352 1.85777 -0.80979  0.000
10 P -1.00986 0.09315 -0.51580  0.001
11 C -2.34217 -0.44010 0.60418  0.000
12 C -2.35793 -1.77672 1.00022  0.000
13 C -3.28627 -2.24169 1.91272  0.000
14 C -4.21712 -1.36577 2.45500  0.000
15 C -4.20411 -0.03293 2.07949  0.000
16 C -3.27222 0.43020 1.15851  0.000
17 C -1.50864 -0.69054 -2.10423  0.000
18 C -0.75619 -0.34675 -3.23283  0.000
19 C -1.04170 -0.88106 -4.47840  0.000
20 C -2.08485 -1.78786 -4.62200  0.000
21 C -2.83608 -2.14050 -3.51146  0.000
22 C -2.55655 -1.59403 -2.26496  0.000
23 H -0.83353 2.18889 -1.70022  0.000
24 H -2.43320 2.04672 -0.97827  0.000
25 H -1.60701 -2.45633 0.60966  0.000
26 H -3.25630 -3.27422 2.23496  0.000
27 H -4.92720 -1.71738 3.19278  0.000
28 H -4.90669 0.66366 2.51960  0.000
29 H -3.26395 1.48452 0.91430  0.000
30 H 0.06608 0.35316 -3.12958  0.000
31 H -0.44890 -0.59162 -5.33777  0.000
32 H -2.31163 -2.21179 -5.59216  0.000
33 H -3.65604 -2.84109 -3.61277  0.000
34 H -3.16469 -1.86907 -1.41350  0.000
35 N 1.99007 -1.58379 0.53250  0.002
36 C 1.57611 -2.67580 1.44482  0.000
37 C 1.46950 -2.18857 2.87953  0.001
38 C 0.16554 -1.43006 3.12505  0.000
39 O -0.63201 -1.88175 3.94132  0.000
40 O -0.03320 -0.36456 2.43232  0.000
41 H 1.93896 -1.91667 -0.42379  0.000
42 H 2.96652 -1.36299 0.72049  0.002
43 H 2.28478 -3.50615 1.36635  0.000
44 H 0.60413 -3.03665 1.09973  0.000
45 H 2.31940 -1.53622 3.09561  0.002
46 H 1.48567 -3.03877 3.55943  0.000
47 C 2.67204 3.46848 0.07151  0.002
48 C 2.65202 2.35918 -0.91744  0.001
49 N 2.02384 1.19843 -0.86083  0.001
50 C 2.34360 0.50724 -2.01063  0.000
51 C 3.16386 1.26062 -2.78562  0.000
52 N 3.34117 2.43012 -2.08514  0.000
53 H 1.98791 3.25427 0.88636  0.001
54 H 2.36429 4.39858 -0.41270  0.000
55 H 3.67762 3.58374 0.47978  0.001
56 H 1.92732 -0.46397 -2.21413  0.000
57 H 3.61548 1.07979 -3.74409  0.000
58 H 3.91690 3.20899 -2.34973  0.000

Summary:
Spin multiplicity: 2
Highest occupied orbital energy (spin up / spin down) in eV: -3.84 / -4.07
Charge: -1
LUMO level (spin up / spin down) in eV: 2.2 / 1.8
Energy relative to the best compared isomer or geometry (same formula, charge and spin) in kcal/mol: 25.0
Frontier orbital gap (spin up / spin down) in Ha: 0.2223 / 0.2163
Largest force on an atom in Eh/bohr: 0.0249
Electronic energy in a.u.: -3309.0721
<S²>: 0.756


A structure of composition C14H4AlCl52NO4P in a non-equilibrium geometry, computed with ωB97M-V/def2-TZVPD.

Each line ends with the Löwdin charge.
Atoms and positions in Å:
1 O 7.63564 -0.03056 -0.64593  0.051
2 C 7.06585 1.00128 -0.47601  -0.621
3 N 6.53265 2.05552 -0.20428  -0.030
4 Al 5.54169 2.80973 -1.69443  0.228
5 P 3.30319 2.05422 -1.39908  0.322
6 O 2.36730 2.57882 -2.42485  -0.425
7 O 3.38108 0.41730 -1.48478  -0.302
8 O 2.73381 2.36698 0.11422  -0.334
9 H 5.64634 4.39500 -1.76810  -0.136
10 H 6.06142 2.13468 -3.05370  -0.102
11 H 2.89920 0.19520 -2.28714  0.036
12 H 1.86325 2.75450 -0.01856  -0.026
13 C 6.52386 0.01154 3.77856  -2.003
14 Cl 7.21130 -1.60454 3.55729  0.524
15 Cl 6.37905 0.83223 2.22212  0.600
16 Cl 4.92781 -0.13177 4.52896  0.478
17 Cl 7.57688 0.96737 4.82924  0.493
18 C 8.01740 4.96538 5.82332  -2.051
19 Cl 6.54944 5.66294 6.52103  0.507
20 Cl 8.45951 3.51281 6.73090  0.498
21 Cl 7.72610 4.54814 4.13885  0.536
22 Cl 9.33303 6.14316 5.92653  0.516
23 C 3.26434 -2.64329 0.85965  -2.024
24 Cl 1.83423 -1.84050 1.51358  0.492
25 Cl 3.58046 -4.11983 1.78780  0.513
26 Cl 2.95748 -3.07399 -0.83150  0.521
27 Cl 4.64880 -1.57413 0.98281  0.558
28 C -1.09810 0.08526 -1.32388  -1.991
29 Cl -2.36664 1.29915 -1.06134  0.502
30 Cl -1.35090 -1.27745 -0.22112  0.488
31 Cl -1.20347 -0.49670 -2.98925  0.502
32 Cl 0.47610 0.80686 -1.02567  0.647
33 C -4.90743 -1.67893 -4.62520  -2.038
34 Cl -5.93430 -0.71341 -5.69182  0.507
35 Cl -3.53913 -2.31874 -5.53650  0.502
36 Cl -4.31429 -0.67213 -3.31062  0.495
37 Cl -5.85127 -3.02325 -3.96381  0.518
38 C 1.22020 -8.01874 -1.14280  -2.039
39 Cl 1.65533 -6.46093 -1.83177  0.523
40 Cl 0.96191 -7.84902 0.59354  0.511
41 Cl -0.27751 -8.59637 -1.89182  0.479
42 Cl 2.51389 -9.18448 -1.44467  0.531
43 C -8.79620 1.82779 -3.61157  -2.050
44 Cl -10.25062 1.29840 -4.47291  0.508
45 Cl -7.87581 0.41915 -3.09331  0.513
46 Cl -7.80440 2.81403 -4.68910  0.528
47 Cl -9.26780 2.78600 -2.20678  0.506
48 C -2.66293 -5.39717 0.76462  -2.046
49 Cl -3.75246 -4.68751 1.96271  0.523
50 Cl -2.30216 -7.06713 1.21943  0.502
51 Cl -3.43680 -5.37365 -0.82392  0.522
52 Cl -1.17412 -4.45525 0.70798  0.501
53 C -12.17904 6.01977 -3.00272  -2.059
54 Cl -11.82534 4.43824 -3.69570  0.495
55 Cl -12.65633 7.13734 -4.28576  0.520
56 Cl -13.49571 5.87095 -1.83336  0.519
57 Cl -10.73815 6.63800 -2.19005  0.522
58 C 0.37651 -2.12406 5.55712  -2.052
59 Cl 0.25325 -3.88592 5.64041  0.521
60 Cl 0.03429 -1.43331 7.15041  0.516
61 Cl 1.99693 -1.66844 5.05109  0.483
62 Cl -0.79579 -1.50916 4.38631  0.518
63 C 2.34794 2.96345 4.44148  -2.033
64 Cl 0.99336 4.05169 4.10920  0.503
65 Cl 1.88813 1.83477 5.72914  0.493
66 Cl 2.73974 2.07821 2.97736  0.566
67 Cl 3.75359 3.90233 4.96314  0.510
68 C -1.10637 -5.70585 -5.53143  -2.039
69 Cl -0.84784 -4.15519 -4.72772  0.507
70 Cl -2.74796 -5.76635 -6.18874  0.509
71 Cl 0.05934 -5.89199 -6.84648  0.529
72 Cl -0.89291 -7.00831 -4.36086  0.481
73 C -1.96678 5.15032 1.06637  -2.052
74 Cl -2.66076 6.27924 -0.10290  0.524
75 Cl -0.53873 4.38648 0.37404  0.542
76 Cl -1.51134 6.02998 2.53127  0.507
77 Cl -3.16223 3.91378 1.47149  0.511

Summary:
Spin multiplicity: 1
Highest occupied orbital energy in eV: -6.07
Charge: -1
LUMO level in eV: 1.1
Frontier orbital gap in Ha: 0.2647
Largest force on an atom in Eh/bohr: 0.0346
Electronic energy in a.u.: -25405.4394


Q: Look up the electronic energy of the second one.
A: -1906.1147 a.u.


Q: spin multiplicity of number 1 (C24H21FN7O2Pd)?
A: 1


Q: What is the formula in the third record?
A: C21H24N3O4PRuS4